178
Properties=species:S:1:pos:R:3:forces:R:3:mulliken_charge:R:1 method="wB97M-V/def2-TZVPD" total_energy_ev=-430382.82105 homo_lumo_gap_ev=7.8 e_homo_ev=-7.6
H -1.991 4.106 2.569 0.0 -0.3 0.2 0.649
H 6.288 2.432 9.622 0.1 0.0 -0.1 0.305
H 7.368 -8.256 -1.775 0.1 0.0 0.0 0.284
Cl -2.811 -2.208 6.284 0.0 0.0 0.0 -0.173
H -3.938 0.477 4.829 -0.2 -0.1 -0.1 0.388
C 7.116 3.525 5.723 0.0 -0.1 -0.4 -0.521
C -3.194 -7.121 -6.779 0.2 -0.1 0.0 -0.026
C 3.610 -0.335 0.248 0.0 0.5 0.2 -0.050
H -4.791 7.978 -7.157 0.0 -0.1 0.0 0.397
S -5.046 0.468 0.123 -0.1 -0.6 0.3 -0.017
C 7.500 3.944 10.579 -0.1 0.1 0.1 -0.404
C -3.708 -6.320 -7.949 0.1 0.0 -0.1 -0.607
C -1.218 -1.555 6.744 0.1 -0.1 0.1 -0.335
H 6.844 -6.679 5.988 -0.1 0.0 -0.1 0.304
C 1.317 3.861 2.192 0.3 0.8 -1.2 -0.795
H -6.518 0.160 -6.513 0.0 0.0 0.0 0.293
H -0.190 0.312 6.918 0.0 -0.1 0.0 0.377
Cl -4.953 -3.826 -1.423 0.0 0.0 0.0 -0.134
H 6.425 -8.511 -0.305 0.0 -0.1 0.0 0.322
H 0.918 3.599 3.180 0.1 -0.1 -0.2 0.230
C -1.771 6.497 -2.363 0.0 -0.1 0.2 -0.420
H 8.674 -2.739 2.655 0.0 0.0 -0.1 0.321
H 8.268 -4.433 2.367 0.0 0.0 -0.1 0.362
C 7.337 -8.792 -0.828 0.0 0.1 0.0 -0.421
C 4.051 -2.506 1.159 -0.8 0.4 0.2 -1.586
Cl -1.137 0.337 4.773 0.0 0.0 0.3 -0.013
H -8.259 -0.406 -8.109 0.0 0.0 0.1 0.335
C -4.783 -3.660 -4.147 -0.1 0.0 -0.1 -0.731
H -2.107 -7.178 -6.821 0.0 0.1 0.0 0.357
H -6.359 11.486 -5.521 0.0 0.0 0.1 0.378
C -2.846 -0.996 -0.849 -0.1 0.0 0.1 0.379
C 2.983 1.147 3.406 0.6 0.3 -0.2 -0.041
H 3.650 -2.679 -2.181 0.0 0.2 0.2 0.402
H -3.591 -8.134 -6.785 0.0 0.4 0.1 -0.091
C -1.342 -0.379 1.422 -0.3 0.1 0.3 0.150
Cl -4.245 0.951 -2.675 0.1 0.4 -0.7 -0.017
H -4.540 4.072 -4.614 0.0 -0.3 0.3 -0.530
Cl -5.269 -1.942 -4.239 0.1 -0.1 0.1 -0.115
H 4.345 2.189 1.959 -0.3 -0.1 0.0 0.582
H -3.471 -1.229 -1.703 0.2 -0.2 0.1 0.760
C -6.730 -0.238 2.217 -0.1 0.0 0.1 -0.701
Cl 9.002 3.462 9.751 0.0 0.0 0.0 -0.191
C -0.833 -1.189 0.426 1.2 -0.2 0.3 -0.562
Cl 0.915 6.582 -2.872 0.0 0.0 0.0 -0.204
H 6.296 0.552 3.232 -0.1 -0.1 0.4 0.201
Cl 4.497 -6.642 6.202 0.0 0.0 0.0 -0.190
C 0.201 4.180 1.158 0.1 -0.9 0.6 -1.029
Cl -3.616 -6.371 -5.215 0.1 -0.2 0.0 -0.188
H -7.483 -0.433 1.455 0.1 0.0 0.2 0.443
H -6.886 -9.817 -8.660 0.0 -0.1 0.0 0.320
C -6.965 -0.433 3.573 -0.8 -0.2 -0.4 -0.512
C 3.974 -3.059 -0.107 -0.1 0.0 0.2 -0.409
C -4.471 0.483 2.762 0.1 0.1 0.3 -0.631
H -3.118 3.278 -3.929 0.0 0.0 0.1 0.416
C -5.310 11.333 -5.764 -0.1 0.0 -0.2 -0.452
H -4.899 13.278 -6.549 -0.1 0.0 0.0 0.304
H 6.277 -1.210 3.317 -0.1 0.1 0.1 -0.213
H 3.120 1.450 4.456 -0.1 -0.3 -0.1 0.461
H 1.917 0.893 3.276 0.2 0.2 0.0 0.019
C -2.628 0.124 1.301 0.2 0.0 0.0 -1.099
Cl 6.263 -4.164 4.676 0.0 0.0 0.0 -0.043
C 8.280 -3.441 1.919 0.1 0.1 0.1 -0.605
C -4.930 2.111 -3.843 0.3 0.2 0.1 -0.693
C -0.851 3.050 1.083 -0.1 0.6 -0.3 0.175
H -3.575 8.545 -6.006 0.0 -0.3 -0.2 -0.045
H -5.980 2.241 -3.620 0.1 0.1 0.2 0.245
C -8.534 0.167 -7.224 0.1 0.1 -0.1 -0.523
H -4.846 1.663 -4.833 0.1 0.0 0.0 0.283
H 0.703 4.260 0.181 -0.2 0.2 0.2 0.396
C 6.329 -4.622 6.396 0.1 0.0 0.1 -0.686
H -5.040 -4.113 -5.100 -0.1 0.0 0.0 0.303
H 5.826 -0.334 4.767 0.1 0.4 -0.2 0.141
Cl 6.037 4.368 8.296 -0.1 0.2 0.9 -0.185
H 3.843 -2.537 4.581 -0.2 0.1 0.0 0.145
Cl 7.237 -10.529 -1.217 0.0 0.0 0.0 -0.193
Cl 7.841 0.908 6.099 0.1 0.1 0.1 -0.153
H 5.567 -4.053 6.925 0.0 0.0 -0.1 0.343
Cl 8.667 -4.676 -0.489 0.0 0.0 -0.1 -0.201
H -3.988 2.967 2.414 -0.1 -0.6 0.0 0.521
H 9.061 -2.445 0.169 -0.1 -0.1 0.0 0.367
C 8.562 -8.457 -0.016 0.1 0.1 -0.1 0.044
H -1.408 3.195 0.141 0.0 -0.1 0.3 0.279
Cl -4.846 5.128 -6.641 -0.1 0.2 -0.4 -0.288
H -0.437 7.980 -1.539 0.0 0.0 -0.1 0.393
H 6.322 -6.359 7.644 0.0 0.1 0.0 0.328
C -5.487 -4.386 -3.027 0.0 -0.1 0.0 -0.301
C -3.888 7.697 -6.617 0.1 0.1 0.0 -0.247
H 9.124 2.783 5.458 -0.1 -0.1 -0.1 0.358
C -4.543 12.632 -5.747 0.0 0.0 -0.1 -0.439
H -1.377 2.466 3.089 -0.2 0.5 0.2 -0.353
H 1.624 1.884 1.427 0.2 0.2 -0.2 0.033
H 7.305 -4.315 6.769 0.0 -0.1 0.0 0.325
H -0.770 -0.151 2.317 0.0 -0.1 -0.2 -0.233
H -0.298 5.133 1.397 0.1 -0.2 -0.1 0.482
Cl -2.597 7.408 -7.816 0.0 0.0 0.0 -0.203
C 9.131 -3.406 0.675 0.1 0.1 0.1 -0.588
H 10.174 -3.580 0.935 0.0 -0.1 0.0 0.370
C 6.149 -6.106 6.598 0.1 -0.1 0.1 -0.391
C -1.831 3.055 2.285 0.1 -0.4 -1.0 -0.227
H -1.157 -2.132 -1.486 0.1 0.1 0.3 0.429
H 2.332 -2.203 3.642 0.2 -0.1 0.3 0.345
C -5.854 -10.979 -10.130 -0.1 -0.1 0.0 -0.419
C -5.971 -0.194 4.492 0.2 0.1 0.9 -0.723
H 5.382 3.702 10.448 0.0 0.1 0.0 0.374
C 3.410 2.360 2.511 -0.8 0.3 0.5 -0.971
H 4.241 -3.168 2.000 -0.3 0.2 0.0 0.862
C -4.124 6.500 -5.735 -0.2 -0.2 -0.2 -0.498
H 7.523 3.482 11.565 0.0 -0.1 0.0 0.307
H 6.232 3.311 6.316 0.2 -0.2 -0.5 0.211
Cl 6.592 -2.961 1.592 1.2 -0.5 -0.2 -0.030
C -0.449 6.918 -1.774 0.0 0.1 0.1 0.003
H -3.477 12.467 -5.888 0.0 0.0 0.1 0.325
C -4.191 3.423 -3.809 0.1 0.1 -0.2 0.393
C 3.533 -0.878 -1.026 -0.1 0.3 -0.1 -0.814
H 0.169 -1.603 0.547 -0.2 0.1 -0.1 0.569
H -2.557 6.599 -1.617 0.0 0.0 0.0 0.319
C 3.139 -1.768 4.251 -0.1 0.7 -0.5 -0.977
H 2.588 3.083 0.592 -0.1 0.2 0.3 0.467
C -1.125 -0.068 6.508 0.2 0.1 0.1 -0.798
C -3.195 2.390 1.927 1.2 0.4 0.0 -0.798
C 3.869 -1.121 1.369 0.0 -0.3 0.3 1.256
C 8.270 2.642 6.117 0.2 0.1 0.1 0.002
Cl -5.490 -6.352 -8.064 0.0 0.1 0.0 -0.192
H 8.648 -7.377 0.089 -0.1 0.0 0.0 -0.174
H -5.264 -5.450 -3.084 0.0 0.0 0.0 0.242
H -6.729 -10.998 -10.778 0.0 0.1 0.0 0.307
H 3.614 3.202 3.191 0.2 -0.2 -0.3 0.433
C 3.717 -2.233 -1.188 0.0 -0.7 -0.8 -0.612
H -3.396 -5.280 -7.885 -0.1 0.0 0.0 0.404
H -7.944 -0.785 3.893 0.2 0.0 0.0 0.366
Cl -4.468 4.301 -2.276 0.0 0.0 0.1 -0.231
Cl -2.245 7.512 -3.755 0.6 0.5 0.7 -0.167
H -4.824 6.758 -4.941 0.0 0.0 0.0 0.486
H -3.702 -3.698 -4.032 0.0 0.1 0.1 0.414
H -1.081 -1.769 7.803 0.0 0.1 0.0 0.366
H -0.358 2.075 0.988 -0.1 0.2 0.0 -0.129
H -3.200 6.158 -5.276 -0.3 -0.2 -0.4 0.387
H 7.385 4.570 5.874 0.1 0.0 0.0 0.428
H -7.526 -1.090 -5.786 -0.1 0.0 0.1 0.306
H -0.458 -2.095 6.184 -0.1 0.0 -0.1 0.213
H 3.314 -0.259 -1.895 0.1 0.0 0.2 0.433
H -8.595 1.217 -7.501 0.0 0.0 0.1 0.342
H 7.520 5.024 10.706 0.0 0.0 -0.1 0.305
C -7.516 -0.061 -6.135 0.0 -0.1 -0.1 -0.366
C 6.262 3.498 9.840 -0.1 -0.1 0.2 -0.494
C -4.725 0.279 4.105 0.2 -0.1 0.1 -0.546
Cl -4.647 -9.815 -7.968 -0.1 -0.4 -0.2 -0.220
H -0.263 6.360 -0.858 0.0 -0.1 0.0 -0.128
Cl -4.423 -10.899 -11.188 0.0 0.0 0.0 -0.186
H 2.680 -1.244 5.102 0.2 -0.3 0.0 0.329
Cl -10.164 -0.372 -6.745 0.0 0.0 0.0 -0.196
Cl -4.646 10.145 -4.613 -0.2 0.3 0.3 -0.126
Cl 6.686 3.347 3.998 0.0 0.0 -0.1 -0.186
H -6.152 -0.377 5.551 0.0 0.1 -0.2 0.387
H 9.468 -8.830 -0.489 0.0 -0.1 0.0 0.343
H -5.250 10.884 -6.755 0.1 0.0 0.0 0.240
Cl 8.485 -9.133 1.633 0.0 0.0 0.0 -0.199
H 3.475 0.739 0.377 0.0 -0.2 -0.1 0.104
H 8.579 2.878 7.133 -0.1 0.0 0.0 -0.126
C 5.776 -0.306 3.672 -0.4 -0.2 -0.3 -0.508
Cl -4.767 13.525 -4.222 0.0 0.0 0.0 -0.182
H -3.324 -6.737 -8.879 0.0 -0.1 0.1 0.354
H 1.919 4.782 2.276 -0.1 -0.3 0.4 0.439
C -3.359 -0.200 0.157 -1.2 0.7 0.8 0.370
C -5.482 0.214 1.847 0.9 0.1 -1.2 0.941
H -6.565 -4.258 -3.088 0.0 0.1 0.0 0.330
H -5.815 -11.918 -9.581 0.1 0.0 0.0 0.321
N -3.182 0.961 2.339 -0.5 0.1 -0.4 0.980
C 2.236 2.785 1.593 0.0 -0.8 0.2 -0.333
H 4.116 -4.132 -0.234 0.0 0.2 -0.1 0.487
H -3.308 2.462 0.834 -0.3 0.1 0.3 0.302
C -1.555 -1.486 -0.704 -0.5 -0.3 -0.7 -1.291
H -1.948 0.463 6.984 0.0 0.0 -0.1 0.378
C -5.939 -9.797 -9.198 -0.2 0.1 -0.1 -0.420
H -5.874 -8.855 -9.737 0.1 0.0 0.0 0.283
Cl -7.786 1.000 -4.728 -0.4 -0.2 -0.1 -0.170
Si 3.965 -0.440 3.151 0.1 -0.7 0.2 -0.144
H -1.749 5.462 -2.693 0.0 0.0 -0.1 0.209